1.
The following is a quantum chemistry calculation of the molecule C5H11N in a non-equilibrium geometry, from the Open Molecules 2025 dataset.

Summary:
LUMO energy ... -0.098 hartree
Energy above the lowest of the compared OMol25 structures with the same formula, charge and spin ... 861.4 kJ/mol
Strongest force on any atom ... 4.88 eV/A
Charge ... 0
Highest occupied orbital energy ... -6.811 eV
Energy ... -6844.601 eV
Frontier orbital gap ... 4.16 eV

Geometry as XYZ:
```
17
Properties=species:S:1:pos:R:3:forces:R:3
C -2.826286 0.223823 0.369984 -1.4466 0.1631 0.1217
N -1.832760 -0.619660 -0.234596 2.7806 2.9269 0.6036
C -0.481305 -0.215257 0.177534 -0.1749 -2.0551 1.0749
C 0.605945 -1.029699 -0.526699 0.7072 -0.7329 1.0003
C 2.008961 -0.228065 -0.576089 -3.3089 -0.3320 -2.6020
C 2.131466 0.846108 0.349221 1.8327 -2.1747 3.9632
H -2.581700 0.806553 1.287035 0.2080 -0.6868 -0.2731
H -3.278149 1.037317 -0.310225 1.0343 -1.0164 0.1691
H -3.736211 -0.389702 0.525342 0.3218 0.1818 0.2761
H -0.151145 -0.244664 1.276249 -1.6997 0.2807 -1.0861
H -0.154067 0.804763 -0.136964 0.0169 1.5480 0.1362
H 0.751956 -1.900815 0.080107 -0.0617 -0.9968 -0.0017
H 0.155558 -1.299738 -1.480677 0.8494 -0.1198 -0.3482
H 1.554462 0.621978 -1.039231 -0.1014 -0.4062 -4.4072
H 2.844652 -0.791284 -1.096938 -0.7888 0.8253 0.8606
H 2.364187 1.807110 0.072109 0.1266 2.2041 -0.9068
H 2.624436 0.571235 1.263834 -0.2956 0.3908 1.4192
```
Forces are in eV/Å.

2.
The following is a quantum chemistry calculation of the molecule C5H11N in a non-equilibrium geometry, from the Open Molecules 2025 dataset.

Summary:
LUMO energy ... 0.038 hartree
Energy above the lowest of the compared OMol25 structures with the same formula, charge and spin ... 233.7 kJ/mol
Strongest force on any atom ... 3.95 eV/A
Structure (SMILES) ... C/C=C(\C)NC
Charge ... 0
Highest occupied orbital energy ... -8.371 eV
Energy ... -6851.107 eV
Frontier orbital gap ... 9.41 eV

Geometry as XYZ:
```
17
Properties=species:S:1:pos:R:3:forces:R:3
C 1.986883 0.992391 -1.001783 0.3661 0.2582 0.7688
C 0.506515 0.632100 -0.778403 -0.3308 -2.7523 0.2749
C 0.015907 -0.555611 -0.184696 -0.6759 3.8286 -0.6806
C 0.599569 -1.222745 1.065432 -0.9302 -0.5493 -1.3589
N -1.457565 -0.784492 -0.449310 1.5064 1.8506 0.6986
C -2.146122 0.143308 0.567458 0.9929 -1.7621 0.6023
H 2.621740 0.039340 -0.686590 -1.0031 2.4409 -0.4063
H 2.212619 2.005831 -0.429219 0.0240 -2.2792 -0.8505
H 2.251766 1.231061 -2.088594 -0.6318 -0.5145 1.3703
H -0.313496 1.267772 -1.180230 0.9541 -0.3880 -0.3160
H 0.146667 -2.217601 0.995136 0.5566 -0.1886 0.6325
H 1.677163 -1.246711 0.999773 0.2931 -0.2345 0.0299
H 0.335037 -0.766661 2.044061 -0.1533 0.0394 -0.8526
H -1.631302 -0.436767 -1.413602 0.2369 -0.2476 1.0559
H -1.408685 0.916460 0.931104 -1.0728 -0.4503 -0.5468
H -2.318561 -0.565652 1.426145 -0.3403 1.1134 -0.5737
H -3.078138 0.567982 0.183326 0.2080 -0.1648 0.1521
```
Forces are in eV/Å.

3.
The following is a quantum chemistry calculation of the molecule C5H11N in a non-equilibrium geometry, from the Open Molecules 2025 dataset.

Summary:
LUMO energy ... 0.041 hartree
Energy above the lowest of the compared OMol25 structures with the same formula, charge and spin ... 60.7 kJ/mol
Strongest force on any atom ... 2.55 eV/A
Structure (SMILES) ... C[C@@H]1CCCN1
Charge ... 0
Highest occupied orbital energy ... -8.702 eV
Energy ... -6852.899 eV
Frontier orbital gap ... 9.82 eV

Geometry as XYZ:
```
17
Properties=species:S:1:pos:R:3:forces:R:3
C 1.006928 0.854060 -1.371725 0.3547 -1.9999 -1.5495
C -0.209029 0.833160 -0.471591 0.2104 1.3330 1.2047
C 0.159359 0.780035 1.048098 0.2520 0.2513 0.0460
C 0.194529 -0.710550 1.385610 -0.1777 -0.6032 -1.4550
C -0.377553 -1.437782 0.096950 0.2460 1.5769 0.8058
N -0.984375 -0.354591 -0.673006 -0.0359 -1.3374 -1.0349
H 1.866894 1.512280 -1.295226 -0.4928 0.6483 0.6085
H 0.683494 0.825139 -2.420294 -0.1101 0.5317 0.1079
H 1.460965 -0.148247 -1.334820 0.1102 0.0855 0.3621
H -0.855403 1.688705 -0.699137 0.1900 0.0090 0.1336
H 1.135633 1.180325 1.341473 -0.1481 0.3948 -0.4570
H -0.583728 1.341721 1.614974 -0.1082 -0.1831 0.0775
H 1.235167 -1.026346 1.432054 -0.0949 -0.1691 0.9304
H -0.450253 -0.973904 2.219866 0.5256 -0.0615 0.3486
H -1.090002 -2.182240 0.436955 -0.0352 -0.2785 -0.6293
H 0.437065 -1.814146 -0.517499 -0.0728 -0.6434 0.2850
H -1.951955 -0.269989 -0.463140 -0.6132 0.4457 0.2157
```
Forces are in eV/Å.

4.
The following is a quantum chemistry calculation of the ion C5H11N with charge +1 in a non-equilibrium geometry, from the Open Molecules 2025 dataset.

Summary:
Multiplicity ... 2
LUMO energy (spin up / spin down) ... -0.144 / -0.285 hartree
Energy above the lowest of the compared OMol25 structures with the same formula, charge and spin ... 234.5 kJ/mol
Strongest force on any atom ... 4.39 eV/A
Expectation value of S² ... 0.76
Charge ... +1
Highest occupied orbital energy (spin up / spin down) ... -15.370 / -15.594 eV
Energy ... -6843.602 eV
Frontier orbital gap (spin up / spin down) ... 11.45 / 7.82 eV

Geometry as XYZ:
```
17
Properties=species:S:1:pos:R:3:forces:R:3
C -1.608052 1.375633 -0.600698 1.2166 2.6202 1.5333
C -1.147100 0.617654 0.617957 0.3617 -2.2234 1.6581
C -0.499422 -0.818755 0.213599 1.0322 0.8329 0.6107
C 1.037824 -0.681900 -0.033697 -3.2593 -2.4343 1.6555
C 1.742188 0.451044 -0.410930 -1.9269 -0.1467 0.6624
N 1.655948 -1.805294 0.441581 -2.9658 0.3661 -2.9000
H -1.873509 2.469773 -0.253108 0.2893 -2.1369 -0.7959
H -2.484789 0.899099 -1.016860 0.1758 0.0324 -0.6396
H -0.684073 1.494125 -1.206860 -1.2311 -0.1193 -0.6558
H -0.352608 1.027818 1.228714 0.0575 1.0381 -0.1094
H -1.967784 0.515175 1.350543 0.2724 -0.4641 -0.4201
H -0.462345 -1.760664 0.817020 -1.1030 1.4459 0.4629
H -1.103385 -1.085171 -0.599822 -0.2650 -0.5406 -1.8970
H 1.195917 1.376061 -0.511575 0.4632 0.1460 -0.2542
H 2.754622 0.293164 -0.491576 2.3687 0.5462 -0.4392
H 1.200058 -2.743442 0.101209 1.4050 2.1114 1.4663
H 2.596509 -1.624313 0.354506 3.1088 -1.0740 0.0622
```
Forces are in eV/Å.

5.
The following is a quantum chemistry calculation of the ion C5H11N with charge +1 in a non-equilibrium geometry, from the Open Molecules 2025 dataset.

Summary:
Multiplicity ... 2
LUMO energy (spin up / spin down) ... -0.161 / -0.310 hartree
Energy above the lowest of the compared OMol25 structures with the same formula, charge and spin ... 323.6 kJ/mol
Strongest force on any atom ... 3.49 eV/A
Expectation value of S² ... 0.76
Charge ... +1
Highest occupied orbital energy (spin up / spin down) ... -14.769 / -14.152 eV
Energy ... -6842.679 eV
Frontier orbital gap (spin up / spin down) ... 10.39 / 5.72 eV

Geometry as XYZ:
```
17
Properties=species:S:1:pos:R:3:forces:R:3
C -1.308201 -0.490220 1.169062 0.4065 -1.1800 -1.0324
C 0.251976 -0.527331 1.096481 -1.2776 -0.4422 1.3472
C 0.746329 0.632013 0.014067 -1.4605 -0.1535 0.0663
C -0.046583 0.528485 -1.252882 3.4713 -0.0539 -0.3735
C -0.357158 1.622230 -1.978839 -0.9139 0.6989 -0.0343
N 0.748550 -1.813545 0.770604 1.5267 1.1842 -1.2075
H -1.632478 -0.292925 0.152266 -0.5945 0.2969 0.0201
H -1.633034 -1.509456 1.373732 0.0040 -0.0301 0.1643
H -1.794429 0.130156 1.910665 0.4436 0.5209 -0.0224
H 0.593216 -0.278406 2.099599 0.6023 0.2463 -0.2051
H 1.772310 0.391656 -0.264009 0.0072 0.1170 0.3247
H 0.658096 1.566040 0.557219 -0.0032 0.2068 0.0039
H 0.442206 -0.282858 -1.803819 -0.8589 -0.2189 -0.3569
H -0.072560 1.763547 -3.020673 -0.3356 -0.6773 -0.0654
H -0.905877 2.477871 -1.604575 0.2959 0.1341 0.5407
H 0.801703 -2.006190 -0.230974 -1.0805 -0.4358 0.0466
H 1.735934 -1.911066 1.012074 -0.2329 -0.2135 0.7839
```
Forces are in eV/Å.

6.
The following is a quantum chemistry calculation of the ion C5H11N2 with charge +1 in a non-equilibrium geometry, from the Open Molecules 2025 dataset.

Summary:
LUMO energy ... -0.146 hartree
Energy above the lowest of the compared OMol25 structures with the same formula, charge and spin ... 231.1 kJ/mol
Strongest force on any atom ... 5.75 eV/A
Structure (SMILES) ... CC(=[NH2+])[C@@H]1CN1C
Charge ... +1
Highest occupied orbital energy ... -14.342 eV
Energy ... -8334.724 eV
Frontier orbital gap ... 10.36 eV

Geometry as XYZ:
```
18
Properties=species:S:1:pos:R:3:forces:R:3
C 2.612023 0.462356 -0.275934 -0.2113 -2.4994 1.3487
C 1.361933 -0.287599 -0.004258 -3.4004 4.6391 0.1864
N 1.248053 -1.476342 0.349521 -1.5887 -3.3606 0.0078
C -0.014383 0.505402 -0.035291 0.6645 -1.3021 0.1048
C -0.893771 0.613731 1.198962 0.5872 0.6786 0.0970
N -1.158586 -0.412320 0.209257 1.4869 1.1772 -0.0172
C -2.358556 -0.380826 -0.601560 -1.1647 -3.3492 1.7824
H 2.799233 1.216270 0.497078 0.0921 -0.2521 -0.3394
H 2.649829 0.788539 -1.251314 -0.4322 1.6145 -2.1027
H 3.306154 -0.356212 -0.352490 1.3657 0.1037 0.7309
H 2.075386 -2.066445 0.135671 -0.9472 -0.1060 0.9707
H 0.125391 -1.830192 0.556638 3.0895 1.2370 -0.9240
H -0.055949 1.281888 -0.811444 -0.1110 -0.3830 0.4016
H -0.469831 0.385725 2.189255 -0.2297 -0.5426 -0.6137
H -1.532258 1.499513 1.277881 0.0045 -0.3310 -0.4211
H -2.853398 0.428746 -1.018368 -0.0199 2.5573 -0.3024
H -2.350298 -1.119943 -1.373629 0.8586 -0.4450 -0.7496
H -3.089650 -0.880707 0.064111 -0.0439 0.5636 -0.1601
```
Forces are in eV/Å.